The following is a DFT calculation (ωB97M-V/def2-TZVPD) of an isolated molecule of C5H9NO2.

Computed properties:
- energy above the lowest of the compared OMol25 structures with the same formula, charge and spin (kcal/mol) = 54.7
- calculated total energy (eV) = -10914.2045
- structure (SMILES) = [H]/N=C(\C(=O)O)C(C)C

```
! RIJCOSX wB97M-V def2-TZVPD def2/J DEFGRID3
* xyz 0 1
H 1.258 2.036 -2.219
N 0.469 1.666 -1.701
C 0.664 0.831 -0.829
C 1.551 -0.121 -0.120
O 1.829 -1.228 -0.524
O 2.291 0.480 0.870
C -0.696 0.139 0.076
C -0.642 -0.285 1.538
C -1.239 -0.966 -0.815
H 1.944 1.348 1.119
H -1.342 1.018 -0.003
H -1.650 -0.531 1.874
H -0.258 0.520 2.173
H -0.037 -1.174 1.657
H -2.220 -1.283 -0.457
H -0.565 -1.823 -0.794
H -1.357 -0.627 -1.847
*
```

***

The following is a DFT calculation (ωB97M-V/def2-TZVPD) of the ion C4H10FNP with charge +1.

Computed properties:
- energy above the lowest of the compared OMol25 structures with the same formula, charge and spin (kcal/mol) = 77.2
- calculated total energy (eV) = -17793.9843

```
! RIJCOSX wB97M-V def2-TZVPD def2/J DEFGRID3
* xyz 1 1
C 0.806 0.067 -0.196
C -1.495 0.007 0.218
C 0.875 -1.400 -0.052
C -0.312 2.124 0.593
N -0.208 0.600 0.661
F 1.078 -1.911 1.219
P 1.079 -2.665 -1.324
H 1.907 0.548 -0.163
H 0.484 0.397 -1.159
H -1.716 0.508 -0.792
H -2.222 -0.076 0.875
H -0.750 2.513 -0.267
H -0.984 2.558 1.429
H 0.800 2.423 0.565
H 0.159 0.260 1.585
H 0.226 -2.282 -2.366
H 0.271 -3.671 -0.825
*
```

***

The following is a DFT calculation (ωB97M-V/def2-TZVPD) of the ion C4H13N3 with charge -1.

Computed properties:
- energy above the lowest of the compared OMol25 structures with the same formula, charge and spin (kcal/mol) = 23.5
- calculated total energy (eV) = -8826.6301

```
! RIJCOSX wB97M-V def2-TZVPD def2/J DEFGRID3
* xyz -1 2
N 1.646 1.400 1.446
C 0.247 1.679 1.375
C -0.397 1.640 -0.059
N -0.273 0.370 -0.730
C -0.832 -0.818 -0.079
C -0.100 -2.131 -0.500
N -0.205 -2.466 -1.951
H 2.099 0.517 1.260
H 2.119 2.163 0.976
H -0.060 2.669 1.771
H -0.379 1.015 1.962
H -1.491 1.692 0.087
H -0.097 2.540 -0.601
H 0.674 0.034 -0.987
H -0.794 -0.759 1.028
H -1.888 -0.909 -0.322
H 0.927 -1.893 -0.187
H -0.441 -2.970 0.120
H 0.345 -1.687 -2.348
H -1.100 -2.086 -2.264
*
```

***

The following is a DFT calculation (ωB97M-V/def2-TZVPD) of an isolated molecule of C10H7N3O3S.

Computed properties:
- energy above the lowest of the compared OMol25 structures with the same formula, charge and spin (kcal/mol) = 0.0
- calculated total energy (eV) = -31931.5724
- structure (SMILES) = Cc1csc2c(O)c3c(=O)[nH][nH]c(=O)c3nc12

```
! RIJCOSX wB97M-V def2-TZVPD def2/J DEFGRID3
* xyz 0 1
C -1.990 -1.779 2.741
C -1.432 -0.407 2.364
C -1.653 0.760 3.105
S -0.914 2.164 2.414
C -0.262 1.233 1.065
C 0.514 1.675 -0.014
O 0.805 2.993 -0.209
C 0.825 0.731 -0.959
C 1.498 1.156 -2.211
O 1.814 2.312 -2.437
N 1.710 0.261 -3.249
N 1.262 -1.095 -3.140
C 0.806 -1.624 -1.907
O 0.811 -2.822 -1.798
C 0.437 -0.632 -0.815
N -0.276 -1.036 0.266
C -0.602 -0.127 1.181
H -2.551 -1.768 3.701
H -2.623 -2.127 1.909
H -1.169 -2.506 2.836
H -2.221 0.802 4.033
H 1.266 3.112 -1.087
H 2.350 0.530 -3.986
H 1.596 -1.804 -3.803
*
```

***

The following is a DFT calculation (ωB97M-V/def2-TZVPD) of a structure of composition C17H16N4O3S.

Computed properties:
- energy above the lowest of the compared OMol25 structures with the same formula, charge and spin (kcal/mol) = 435.7
- calculated total energy (eV) = -40810.1841

```
! RIJCOSX wB97M-V def2-TZVPD def2/J DEFGRID3
* xyz 0 1
C -6.128 -0.290 0.558
H -6.857 -0.865 0.887
O -4.945 -1.107 0.367
C -3.859 -0.796 -0.110
C -3.633 0.352 -0.684
C -2.456 0.780 -0.947
C -1.479 -0.208 -0.844
C -1.662 -1.362 -0.709
C -2.944 -1.692 -0.220
H -3.068 -2.761 0.210
H -0.906 -1.912 -0.607
N -0.211 0.334 -1.580
C 0.656 1.200 -1.518
N 1.796 1.257 -1.988
N 1.728 -0.097 -2.576
N 0.582 -0.683 -2.002
S 0.252 2.720 -0.579
C -0.348 2.265 1.118
H -1.296 2.401 1.018
C 0.199 1.007 1.573
O -0.572 0.151 1.863
C 1.527 0.772 1.320
C 1.975 -0.533 0.961
C 3.199 -0.938 0.650
C 4.217 0.187 0.114
C 3.979 1.349 0.662
C 2.631 1.487 1.064
H 2.425 2.861 1.263
H 4.573 2.054 0.698
H 5.251 -0.248 0.086
O 3.478 -2.187 0.157
C 4.663 -2.709 -0.493
H 4.904 -2.117 -1.289
H 5.508 -2.638 0.296
H 4.571 -3.817 -0.557
H 1.272 -1.215 1.029
H 0.085 3.096 1.544
H -2.221 1.887 -1.099
H -4.447 1.327 -0.513
H -6.575 0.216 -0.420
H -5.866 0.473 1.295
*
```

***

The following is a DFT calculation (ωB97M-V/def2-TZVPD) of an isolated molecule of H3N2OP.

Computed properties:
- energy above the lowest of the compared OMol25 structures with the same formula, charge and spin (kcal/mol) = 8.6
- calculated total energy (eV) = -14364.1944
- structure (SMILES) = N/N=P/O

```
! RIJCOSX wB97M-V def2-TZVPD def2/J DEFGRID3
* xyz 0 1
N -0.282 0.143 -0.959
N -0.127 -0.183 0.474
P -1.097 0.437 1.541
O -0.570 -0.325 2.861
H -0.598 1.091 -1.103
H 0.628 -0.011 -1.380
H 0.163 -0.918 2.652
*
```

***

The highest calculated total energy belongs to which entry?
C4H13N3

***

Which value of calculated total energy does entry 4 give?
-31931.5724 eV